Entry 1:
Formula: C30H50AlN2O3PS3
Source: OMol25
Level of theory: ωB97M-V/def2-TZVPD

Each line ends with the Löwdin charge.
Geometry (Å):
Al: -9.5305 -9.5513 -9.3819  -0.04
C: -11.3813 -6.4856 -9.5763  -0.37
C: -12.2701 -7.4858 -8.9544  -0.36
S: -11.8473 -9.3625 -9.2422  0.99
C: -12.2990 -9.2517 -11.0156  -0.40
C: -11.2939 -8.6405 -11.9968  -0.38
S: -9.5290 -9.1531 -11.6969  1.00
C: -8.4715 -7.6234 -11.8586  -0.39
C: -8.6490 -6.6179 -10.7616  -0.40
S: -9.6769 -7.1905 -9.3320  0.96
H: -11.3172 -5.5597 -8.9392  0.13
H: -11.5333 -6.1835 -10.5976  0.09
H: -13.3019 -7.3626 -9.2777  0.11
H: -12.1718 -7.5243 -7.8779  0.09
H: -13.1379 -8.5163 -10.9894  0.10
H: -12.6761 -10.1871 -11.4372  0.11
H: -11.3002 -7.5715 -12.0686  0.07
H: -11.5025 -8.9788 -12.9992  0.10
H: -8.5495 -7.1885 -12.8327  0.10
H: -7.4691 -8.0736 -11.7031  0.10
H: -9.0868 -5.7264 -11.2234  0.10
H: -7.6417 -6.3219 -10.3291  0.13
C: -7.8870 -11.9124 -13.9236  -0.07
C: -7.7201 -12.4220 -12.4905  -0.38
C: -6.6124 -13.4945 -12.5781  -0.07
C: -8.9985 -12.9915 -11.8269  -0.12
C: -9.5267 -14.1332 -12.5003  -0.01
C: -10.7774 -14.6499 -12.1325  -0.04
C: -11.3440 -14.2526 -10.9282  -0.02
C: -10.7787 -13.2258 -10.1318  -0.13
C: -11.2100 -13.0122 -8.6732  -0.38
C: -10.9170 -14.3188 -7.8796  -0.04
C: -12.6870 -12.6269 -8.4892  -0.09
C: -9.5724 -12.5736 -10.5933  -0.15
N: -8.9997 -11.4789 -9.8181  -0.03
C: -7.7350 -11.6778 -9.4067  -0.01
C: -7.0939 -10.6575 -8.6764  -0.28
C: -5.7739 -10.4737 -8.2635  0.04
C: -5.7952 -9.4587 -7.2767  0.00
C: -7.1040 -9.0011 -7.1234  -0.18
N: -7.9189 -9.5953 -8.1600  0.05
C: -7.6445 -8.0788 -6.0692  -0.50
C: -7.0122 -8.6160 -4.6763  0.00
C: -9.1842 -8.0288 -6.0787  -0.06
C: -7.0637 -6.6706 -6.2788  -0.05
H: -6.8792 -11.8945 -14.3147  0.08
H: -8.3663 -10.9446 -14.0199  0.05
H: -8.5203 -12.5302 -14.5755  0.09
H: -7.3053 -11.5960 -11.8666  0.11
H: -6.6051 -13.9975 -13.5774  0.10
H: -6.6813 -14.2626 -11.7848  0.09
H: -5.6640 -12.9616 -12.5623  0.08
H: -8.9577 -14.5802 -13.2828  0.11
H: -11.2643 -15.3640 -12.7847  0.12
H: -12.2547 -14.6786 -10.5677  0.11
H: -10.5340 -12.2498 -8.1884  0.12
H: -11.2949 -15.2183 -8.3685  0.09
H: -11.3232 -14.2493 -6.8830  0.08
H: -9.8245 -14.3444 -7.7743  0.09
H: -13.4188 -13.3764 -8.2225  0.08
H: -13.0564 -12.0038 -9.3848  0.08
H: -12.7709 -12.0004 -7.6173  0.06
H: -7.1449 -12.5402 -9.7975  0.17
H: -4.8990 -11.0894 -8.5061  0.14
H: -5.0018 -9.0986 -6.6386  0.12
H: -7.4610 -9.5833 -4.4345  0.10
H: -7.1588 -7.8931 -3.9100  0.08
H: -5.9397 -8.7644 -4.7387  0.07
H: -9.5742 -7.0200 -6.2971  0.08
H: -9.5107 -8.1986 -5.0347  0.10
H: -9.6104 -8.8264 -6.6722  0.04
H: -5.9696 -6.7471 -6.3417  0.09
H: -7.4130 -5.9223 -5.5246  0.11
H: -7.4498 -6.2009 -7.2225  0.08
C: -1.4859 -6.2865 -13.2228  -0.15
O: -1.4849 -7.5653 -12.5762  -0.37
P: -2.9263 -8.4011 -12.3285  0.83
O: -2.1354 -9.5549 -11.5498  -0.38
C: -1.3037 -10.4691 -12.3083  -0.11
O: -3.1089 -9.1910 -13.7826  -0.41
C: -4.2397 -8.7783 -14.6320  -0.14
H: -1.1001 -5.5333 -12.5516  0.07
H: -2.4897 -5.9386 -13.5980  0.08
H: -0.8150 -6.3788 -14.0909  0.09
H: -0.9110 -11.1237 -11.5247  0.09
H: -0.4350 -9.9871 -12.8545  0.11
H: -1.8937 -11.0784 -12.9682  0.06
H: -5.2141 -8.9051 -14.1029  0.05
H: -4.1945 -9.4334 -15.5696  0.10
H: -4.1331 -7.6862 -14.9730  0.09

Results
Highest occupied orbital energy ... -0.474 Eh
Energy above the lowest of the compared OMol25 structures with the same formula, charge and spin ... 26.9 kJ/mol
Orbital gap ... 6.73 eV
LUMO ... -6.17 eV
Charge ... +2

=====

Entry 2:
Formula: C30H50BBrFN5O7
Source: OMol25
Level of theory: ωB97M-V/def2-TZVPD

Each line ends with the Löwdin charge.
Geometry (Å):
C: 1.4060 2.0526 4.2801  -0.17
C: 0.8949 0.6278 4.4860  -0.25
C: -0.3022 0.1747 3.6669  -0.60
Br: -1.6097 1.5999 3.4847  0.91
N: 0.0260 -0.3603 2.3391  0.01
C: 1.0652 -1.1871 2.1231  -0.24
N: 2.3199 -0.8589 2.0337  0.06
F: 3.1871 -1.8744 1.8297  0.12
C: 2.8890 0.4674 2.1150  0.02
C: 3.7659 0.7672 0.9116  -0.41
O: 4.2945 -0.0251 0.2064  0.20
O: 3.8633 2.1243 0.7196  0.10
C: 3.3023 2.5753 -0.4768  -0.46
C: 4.1146 3.6195 -1.1668  0.04
O: 2.2567 2.1299 -0.8418  0.15
N: 0.6498 -2.5087 1.8293  0.16
C: -0.3652 -2.1706 0.7795  -0.25
C: 0.4432 -2.0697 -0.5235  -0.18
N: 1.1923 -3.2993 -0.7534  -0.08
C: 1.7321 -3.3725 -2.1277  -0.09
C: -1.3264 -3.3581 0.6668  -0.14
C: -1.4351 -4.3204 1.6578  -0.01
C: -2.3044 -5.3804 1.4868  -0.04
C: -3.0443 -5.4511 0.3205  -0.13
N: -2.9606 -4.5447 -0.6455  0.09
C: -2.1174 -3.5409 -0.4653  -0.10
C: -1.0115 -0.7496 1.2918  -0.15
C: -0.8937 0.4467 0.2979  -0.12
C: -2.0289 0.8693 -0.6349  -0.18
C: -2.1527 0.0768 -1.9334  -0.21
C: -3.3011 0.5621 -2.8330  -0.17
C: -2.9101 1.4409 -4.0507  -0.17
C: -1.5283 2.1106 -3.9964  -0.20
C: -0.4477 1.3473 -4.7683  -0.18
C: -0.6272 1.4466 -6.2702  -0.18
O: 0.4804 0.8346 -6.9565  -0.02
C: 0.1983 -0.3196 -7.6171  -0.53
C: 0.7410 -0.3771 -9.0167  0.02
O: -0.4160 -1.2191 -7.1083  0.11
B: -2.4456 -1.1958 1.8552  -0.52
C: -3.7748 -1.2371 1.0321  0.03
O: -2.4923 -1.6929 3.1562  0.09
H: 2.4616 2.0978 4.5463  0.06
H: 1.2995 2.4287 3.2574  0.06
H: 0.9608 2.7420 4.9957  0.05
H: 1.6827 -0.1298 4.4145  0.11
H: 0.5517 0.5847 5.5221  0.13
H: -0.8236 -0.5975 4.2191  0.09
H: 2.0447 1.1513 2.0755  0.12
H: 3.4227 0.6375 3.0509  0.16
H: 4.3070 3.2733 -2.1814  0.10
H: 5.0429 3.8250 -0.6458  0.09
H: 3.5212 4.5311 -1.2367  0.10
H: 0.1500 -2.7131 2.6982  0.14
H: 1.1028 -1.1927 -0.5291  0.12
H: -0.2227 -1.9467 -1.3754  0.11
H: 1.9841 -3.3102 -0.1261  0.09
H: 1.3991 -4.2885 -2.6127  0.07
H: 1.4399 -2.5089 -2.7264  0.07
H: 2.8232 -3.3847 -2.1117  0.08
H: -0.8559 -4.2794 2.5694  0.12
H: -2.4240 -6.1457 2.2404  0.11
H: -3.7302 -6.2739 0.1639  0.11
H: -2.0601 -2.8340 -1.2774  0.10
H: -0.6938 1.3044 0.9391  0.08
H: 0.0047 0.3514 -0.3102  0.10
H: -2.9931 0.9579 -0.1356  0.11
H: -1.7803 1.8934 -0.9361  0.12
H: -2.3434 -0.9657 -1.6905  0.07
H: -1.1934 0.1046 -2.4513  0.10
H: -3.8153 -0.3204 -3.2181  0.11
H: -4.0418 1.0769 -2.2177  0.11
H: -3.0143 0.8439 -4.9572  0.10
H: -3.6607 2.2288 -4.1390  0.11
H: -1.1951 2.2479 -2.9696  0.09
H: -1.5997 3.1018 -4.4532  0.11
H: -0.4503 0.2886 -4.4942  0.11
H: 0.5499 1.7297 -4.5385  0.12
H: -1.5521 0.9718 -6.5980  0.12
H: -0.6686 2.4932 -6.5787  0.13
H: 1.4504 -1.2010 -9.0881  0.09
H: 1.2246 0.5483 -9.3139  0.08
H: -0.0823 -0.5855 -9.6987  0.09
H: -3.6834 -1.1663 -0.0458  0.05
H: -4.4304 -0.4456 1.4111  0.09
H: -4.2687 -2.1818 1.2748  0.09
H: -2.8504 -1.0670 3.7950  0.10
C: 1.6797 4.0986 8.6837  -0.15
C: 2.7416 3.8905 7.5853  -0.58
O: 2.2498 3.3564 6.4435  -0.36
H: 1.2208 3.1423 8.9510  0.05
H: 2.1151 4.5336 9.5942  0.05
H: 0.8958 4.7723 8.3274  0.05
H: 3.5510 3.2807 8.0656  0.07
H: 3.2294 4.8898 7.4492  0.07

Results
Highest occupied orbital energy ... -0.183 Eh
Energy above the lowest of the compared OMol25 structures with the same formula, charge and spin ... 0.0 kJ/mol
Orbital gap ... 3.82 eV
LUMO ... -1.16 eV

=====

Entry 3:
Formula: C30H50N3O6P3S2SbSe4TeTi
Source: OMol25
Level of theory: ωB97M-V/def2-TZVPD

Each line ends with the Löwdin charge.
Geometry (Å):
Ti: 0.7728 2.0996 -0.8342  -0.10
C: 1.8899 -1.6081 -0.9834  -0.26
P: 2.1110 -0.0874 0.0087  0.83
C: 2.0812 -0.7561 1.7021  -0.26
C: 3.9167 0.2260 -0.2207  -0.36
C: 4.8085 -0.7333 -0.6975  -0.08
C: 6.1458 -0.4210 -0.9002  -0.08
C: 6.6126 0.8548 -0.6151  -0.09
C: 5.7352 1.8164 -0.1341  -0.09
C: 4.3888 1.5145 0.0560  -0.37
P: 3.1199 2.7516 0.5070  0.83
C: 3.8788 4.3479 0.0635  -0.28
C: 3.2412 2.8654 2.3221  -0.29
H: 2.4745 -2.4346 -0.5761  0.04
H: 2.1866 -1.4125 -2.0126  0.04
H: 0.8389 -1.8838 -0.9674  -0.02
H: 2.7519 -1.6133 1.7703  0.05
H: 1.0577 -1.0601 1.9243  0.01
H: 2.3744 0.0073 2.4197  0.03
H: 4.4616 -1.7328 -0.9262  0.09
H: 6.8201 -1.1730 -1.2925  0.10
H: 7.6551 1.1019 -0.7760  0.10
H: 6.1020 2.8143 0.0726  0.09
H: 4.8228 4.5102 0.5878  0.04
H: 3.1761 5.1152 0.3729  0.02
H: 4.0313 4.4234 -1.0099  0.03
H: 4.2445 2.5778 2.6370  0.06
H: 2.4951 2.2601 2.8217  -0.03
H: 3.0385 3.8806 2.6308  0.01
Se: -2.3924 5.1449 2.6429  -0.22
Sb: -0.1508 4.2726 2.3355  -0.06
Se: 0.2665 4.4261 -0.2297  -0.14
Se: -0.1610 1.8380 1.2738  0.19
Se: 0.5684 3.8466 4.6310  -0.22
C: -2.4249 -3.6699 5.4752  -0.12
C: -1.3895 -2.7516 4.8265  -0.26
C: -1.7712 -1.2773 4.9300  -0.19
C: -2.7183 -0.8016 3.8265  -0.16
N: -2.0246 -0.7475 2.5409  0.01
C: -2.2638 -1.3212 1.3505  -0.76
S: -1.3057 -0.8790 0.0319  0.71
N: -3.2667 -2.2038 1.1345  0.02
C: -3.8708 -3.1843 2.0256  -0.20
C: -4.0322 -4.5244 1.3247  -0.20
C: -2.7418 -5.3202 1.1385  -0.25
C: -1.6823 -4.6612 0.2528  -0.11
H: -2.2056 -4.7222 5.2811  0.07
H: -3.4348 -3.4645 5.1080  0.06
H: -2.4360 -3.5265 6.5589  0.07
H: -1.2509 -3.0195 3.7738  0.09
H: -0.4225 -2.9144 5.3084  0.10
H: -0.8776 -0.6490 4.8875  0.11
H: -2.2479 -1.0890 5.8979  0.11
H: -3.0468 0.2122 4.0643  0.13
H: -3.5984 -1.4295 3.7485  0.10
H: -1.3099 -0.0309 2.4830  0.01
H: -3.4221 -2.3401 0.1441  0.09
H: -4.8528 -2.8383 2.3626  0.12
H: -3.2409 -3.3161 2.9004  0.08
H: -4.5046 -4.3567 0.3497  0.12
H: -4.7243 -5.1235 1.9215  0.11
H: -3.0130 -6.2866 0.7044  0.10
H: -2.3139 -5.5301 2.1259  0.10
H: -2.1125 -4.2946 -0.6828  0.08
H: -0.8991 -5.3813 0.0048  0.07
H: -1.2032 -3.8093 0.7396  0.04
C: 4.8129 1.8900 -4.0077  -0.07
C: 3.7316 2.8947 -4.3582  -0.30
O: 2.4816 2.2405 -4.5999  -0.28
P: 1.3330 2.0105 -3.4812  0.21
O: 1.8845 1.1364 -2.3663  -0.47
Te: 0.9119 4.1909 -2.6478  0.80
O: 0.2736 1.3197 -4.3988  -0.24
C: 0.4211 -0.0809 -4.7758  -0.26
C: -0.1935 -0.2540 -6.1416  -0.06
H: 5.7581 2.4133 -3.8424  0.08
H: 4.9487 1.1652 -4.8117  0.08
H: 4.5541 1.3498 -3.0954  0.06
H: 3.9803 3.4473 -5.2623  0.12
H: 3.6378 3.6310 -3.5604  0.05
H: -0.0997 -0.6799 -4.0325  0.10
H: 1.4773 -0.3537 -4.7810  0.11
H: -1.2628 -0.0440 -6.1018  0.08
H: -0.0503 -1.2837 -6.4761  0.08
H: 0.2742 0.4187 -6.8604  0.08
O: -3.8258 -1.5809 -2.4120  -0.33
S: -3.7438 -0.2148 -2.8672  0.63
O: -4.3937 0.0948 -4.1125  -0.31
N: -2.1855 0.3183 -2.9028  0.01
C: -1.9956 1.2286 -1.9938  -0.51
O: -0.8664 1.8282 -1.8083  -0.32
C: -3.1996 1.6540 -1.2291  -0.15
C: -3.3188 2.6420 -0.2726  -0.01
C: -4.5591 2.8033 0.3419  -0.05
C: -5.6410 2.0028 -0.0131  -0.07
C: -5.5225 1.0271 -0.9987  -0.04
C: -4.2869 0.8773 -1.5899  -0.23
H: -2.4916 3.2823 -0.0013  0.04
H: -4.6435 3.5500 1.1190  0.07
H: -6.5933 2.1383 0.4880  0.10
H: -6.3631 0.4093 -1.2890  0.12

Results
Highest occupied orbital energy ... -0.148 Eh
Energy above the lowest of the compared OMol25 structures with the same formula, charge and spin ... 154.1 kJ/mol
Orbital gap ... 5.66 eV
LUMO ... 1.64 eV
Charge ... -1